# 1
# C5H11N3P

A gas-phase ion, C5H11N3P (charge +1) in a non-equilibrium geometry (wB97M-V/def2-TZVPD, the OMol25 dataset).

Computed properties:
HOMO level (spin up / spin down), Eh: -0.499 / -0.435
E, hartree: -702.28195
Net charge: +1
ΔE to the lowest compared entry with this formula, charge and spin, kJ/mol: 425.0
Kohn-Sham gap (spin up / spin down), eV: 8.96 / 6.08

The geometry in XYZ format:
```
20
Properties=species:S:1:pos:R:3:forces:R:3:lowdin_charge:R:1
C -1.171 -0.614 1.165 -0.080 0.022 -3.648 -0.149
C -1.284 -0.021 -1.043 0.259 0.735 -0.852 -0.121
C 0.416 -1.519 -0.559 0.817 1.565 -1.487 -0.286
C 2.009 0.003 1.077 -0.623 0.820 2.311 -0.219
C 0.734 1.406 -0.731 1.033 -0.382 -0.402 -0.252
N -0.890 -1.083 -0.241 -1.240 -0.707 1.857 -0.144
N -0.775 0.766 1.177 0.984 0.589 -0.923 0.181
N -0.652 1.126 -0.276 -0.281 1.649 1.694 -0.143
P 1.843 -0.167 -0.578 -1.641 -0.503 -2.102 0.994
H -2.172 -0.844 1.443 -1.484 0.613 -0.185 0.130
H -0.674 -1.208 1.821 2.172 -1.368 2.057 0.096
H -0.965 -0.110 -2.130 -0.309 0.409 1.493 0.182
H -2.290 0.275 -0.912 -1.550 -0.579 -0.460 0.130
H 0.755 -2.326 -0.014 0.601 -1.589 1.547 0.073
H 0.321 -1.878 -1.551 0.325 -0.395 -1.184 0.079
H 1.904 1.008 1.459 0.514 -0.054 0.471 0.017
H 2.174 -0.768 1.814 0.184 -0.170 -0.140 0.045
H 0.636 1.960 -1.700 0.391 -0.691 0.812 0.122
H 1.265 1.966 0.033 -0.497 0.857 -0.333 0.064
H -1.184 2.030 -0.252 0.423 -0.821 -0.526 0.202
```
Positions in Å, forces in eV/Å.

---

# 2
# C8H18BrN

A molecular structure, C8H18BrN in a non-equilibrium geometry (wB97M-V/def2-TZVPD, the OMol25 dataset).

Computed properties:
HOMO level, Eh: -0.234
E, hartree: -2944.25626
Net charge: 0
ΔE to the lowest compared entry with this formula, charge and spin, kJ/mol: 265.5
Kohn-Sham gap, eV: 6.71

The geometry in XYZ format:
```
28
Properties=species:S:1:pos:R:3:forces:R:3:lowdin_charge:R:1
Br -1.589 1.923 3.080 -3.921 3.088 3.442 0.055
C 0.801 -0.422 -3.037 -1.664 -0.757 -0.728 -0.104
C -0.374 0.123 -2.220 1.040 0.186 0.946 -0.229
C 0.264 0.669 -0.916 -1.719 -1.613 1.497 -0.074
N -0.522 0.196 0.400 1.052 1.837 -0.143 -0.224
C -2.006 0.608 0.298 2.605 -0.929 0.053 -0.029
C -0.314 -1.284 0.784 -1.142 0.858 -1.820 -0.096
C 1.072 -1.329 1.334 1.362 -0.514 -0.817 -0.155
C 1.374 0.072 1.888 1.596 -0.730 -0.238 -0.179
C 0.211 0.905 1.592 -0.068 -2.009 -0.986 -0.392
H 1.450 0.400 -3.339 0.256 -0.443 -0.022 0.086
H 0.330 -0.923 -3.883 0.361 0.403 -0.691 0.072
H 1.272 -1.281 -2.560 0.500 0.511 0.459 0.076
H -1.117 -0.642 -1.996 0.252 -0.274 0.057 0.091
H -0.938 0.864 -2.787 0.243 0.278 0.141 0.113
H 0.305 1.755 -0.840 0.013 -0.168 0.023 0.132
H 1.230 0.204 -0.723 0.144 0.393 -0.458 0.104
H -2.230 0.520 1.361 -1.382 0.191 -0.411 -0.022
H -2.404 -0.093 -0.437 -0.555 0.179 0.326 0.086
H -1.977 1.638 -0.058 -0.460 -0.112 0.225 0.100
H -1.109 -1.682 1.414 0.010 0.875 0.601 0.139
H -0.539 -1.813 -0.142 0.688 -0.305 -0.218 0.119
H 1.249 -2.195 1.972 -0.298 0.366 0.504 0.119
H 1.804 -1.508 0.546 -0.158 -0.110 -0.389 0.103
H 1.596 -0.051 2.948 -0.086 0.681 0.077 0.124
H 2.180 0.604 1.383 0.966 -0.895 0.184 0.109
H -0.460 0.777 2.441 0.834 -0.672 -1.021 -0.219
H 0.441 1.966 1.496 -0.469 -0.316 -0.594 0.093
```
Positions in Å, forces in eV/Å.

---

# 3
# C15H19ClF12N2O4P2

2 unconnected molecules or ions with the total composition C15H19ClF12N2O4P2 in a non-equilibrium geometry (wB97M-V/def2-TZVPD, the OMol25 dataset).

Computed properties:
HOMO level, Eh: -0.327
E, hartree: -3334.61829
Net charge: 0
Kohn-Sham gap, eV: 4.91

The geometry in XYZ format:
```
55
Properties=species:S:1:pos:R:3:forces:R:3:lowdin_charge:R:1
C 1.049 2.847 2.589 0.130 -0.158 -0.549 -0.045
C 0.488 2.130 1.258 0.515 0.415 0.293 -0.365
O -0.630 2.864 0.661 0.549 -1.494 1.050 -0.063
C 0.093 0.567 1.488 0.412 0.326 -0.626 -0.086
C 0.664 -0.234 0.218 0.739 -1.585 -1.472 0.014
C -0.337 -0.910 -0.796 2.668 0.769 0.896 -0.036
C -1.931 -0.853 -0.597 -0.055 0.004 -0.753 -0.083
C -2.735 -0.764 -2.019 0.259 -0.010 0.501 -0.054
C -3.976 0.261 -1.880 -1.187 0.846 0.151 -0.372
F -3.532 1.628 -1.844 -0.791 -3.365 0.110 0.053
F -4.857 0.190 -3.001 2.230 -0.098 2.932 0.069
F -4.693 0.008 -0.675 2.077 0.710 -3.635 0.071
N 0.212 -1.624 -1.918 2.171 1.430 2.004 0.082
C 1.640 -1.737 -2.208 0.148 1.329 2.143 -0.420
Cl 2.047 -2.705 -3.708 -0.746 1.604 2.565 0.682
C 2.712 -1.093 -1.277 -2.084 -0.007 -0.107 -0.048
C 4.291 -1.210 -1.624 -0.029 -0.362 1.073 -0.128
C 4.924 0.163 -2.160 -0.728 0.639 -0.273 -0.059
C 5.015 0.290 -3.751 -0.012 0.561 0.016 -0.388
F 4.493 1.581 -4.119 1.580 -3.140 0.359 0.046
F 6.375 0.169 -4.131 -3.183 0.471 0.258 0.066
F 4.272 -0.673 -4.476 1.665 2.111 1.486 0.032
C 2.224 -0.332 -0.003 -3.310 -1.610 -1.901 0.062
C 3.231 0.338 1.068 3.147 2.582 -0.501 -0.400
O 4.238 1.014 0.714 -4.487 -3.031 0.772 0.096
O 2.997 0.237 2.466 -0.646 -1.523 -3.703 -0.295
P 3.377 -1.336 3.101 0.509 -1.400 1.743 0.936
N 1.905 -1.793 4.017 0.191 1.495 -2.267 -0.177
O 3.470 -2.529 1.874 -1.876 0.903 1.309 -0.313
H 0.604 2.406 3.557 0.549 0.874 -1.534 0.095
H 0.841 3.965 2.469 0.133 -1.628 0.401 0.097
H 2.188 2.725 2.617 -1.644 0.065 0.089 0.077
H 1.329 2.194 0.465 -1.438 -0.072 1.200 0.145
H -1.450 2.608 1.141 0.738 0.474 -0.383 0.106
H -1.043 0.537 1.584 1.574 -0.282 -0.370 0.118
H 0.506 0.150 2.483 -0.417 0.735 -1.859 0.101
H -2.268 0.088 -0.018 0.985 -1.758 -0.664 0.123
H -2.247 -1.825 -0.058 0.474 1.745 -0.606 0.153
H -3.105 -1.816 -2.300 0.269 1.820 0.293 0.141
H -1.992 -0.389 -2.799 -1.403 -0.269 0.781 0.125
H -0.459 -2.086 -2.555 0.681 0.338 0.362 0.147
H 4.518 -2.123 -2.286 -0.605 1.580 0.845 0.120
H 4.814 -1.438 -0.616 -0.977 0.378 -1.572 0.127
H 4.243 1.021 -1.790 1.255 -1.363 -0.743 0.128
H 5.978 0.386 -1.752 -1.745 -0.668 -0.633 0.150
H 1.112 -1.955 3.351 0.594 -0.092 0.684 0.035
H 1.636 -0.889 4.470 0.269 -0.980 0.055 0.040
H 2.758 -3.206 2.027 0.812 0.747 -0.400 0.072
F -7.808 1.517 0.333 1.311 2.386 -0.636 -0.190
P -7.857 0.451 1.535 -0.658 0.098 0.112 0.179
F -9.176 0.132 0.676 -1.728 -2.041 -0.371 -0.187
F -8.827 0.565 2.811 -2.407 -0.592 0.693 -0.186
F -7.790 -1.126 1.843 -1.093 -1.859 1.419 -0.190
F -7.165 1.581 2.446 2.477 1.207 0.336 -0.192
F -6.366 0.035 1.094 2.140 0.748 -1.377 -0.210
```
Positions in Å, forces in eV/Å.